No. 1
ORCA calculation (the ωB97M-V functional and the def2-TZVPD basis) on an isolated molecule of C3H11NO2Si in a non-equilibrium geometry.

```
! wB97M-V def2-TZVPD RIJCOSX def2/J DEFGRID3
* xyz 0 1
C 2.0659 0.5931 -1.3083
N 1.3029 -0.2842 -0.4104
Si 0.0031 0.1131 0.5965
O -0.8148 -1.0997 1.2691
C -2.2187 -1.2613 1.5500
O -1.0453 0.9862 -0.2210
C -1.1863 1.9572 -1.2034
H 2.9081 1.1741 -0.8577
H 2.4810 -0.1027 -1.9865
H 1.4133 1.2910 -1.7948
H 1.7866 -1.1795 -0.4663
H 0.4938 1.0363 1.9425
H -2.8595 -1.4092 0.6149
H -2.5874 -0.4586 2.1370
H -2.3721 -2.1127 2.2014
H -2.2520 1.9014 -1.3087
H -0.7382 1.7096 -2.3089
H -0.8780 3.0234 -0.9020
*
```

Electronic energy in eV: -16753.0198
Highest occupied orbital energy in eV: -9.0552
Gap between HOMO and LUMO in eV: 9.990
Largest force on an atom in Eh/bohr: 0.0670

***

No. 2
ORCA calculation (the ωB97M-V functional and the def2-TZVPD basis) on a cluster of 3 separate species, C3H11NO3 in total in a non-equilibrium geometry.

```
! wB97M-V def2-TZVPD RIJCOSX def2/J DEFGRID3
* xyz -1 2
O 1.9893 -1.5891 -0.6937
C 1.9459 -0.3022 -0.6897
C 0.9046 0.4553 -1.4699
C 0.6671 1.8927 -1.0195
N -0.3401 -0.3289 -1.4842
H 2.4064 0.3281 0.0988
H 1.2500 0.5964 -2.5322
H -0.1901 2.2964 -1.5518
H 0.6722 1.9614 0.0732
H 1.5621 2.4905 -1.2469
H -1.0449 0.0074 -2.1293
H -0.0817 -1.2783 -1.7234
H -1.9340 0.8000 2.6589
H -3.1009 -0.0083 3.0330
O -2.8096 0.9099 3.0640
H -0.7982 -1.8509 1.6950
H -1.0857 -0.9968 0.4569
O -1.2877 -1.0743 1.4059
*
```

Electronic energy in eV: -10921.2478
Highest occupied orbital energy (alpha / beta) in eV: -0.1335 / -3.5382
Gap between HOMO and LUMO (alpha / beta) in eV: 4.051 / 7.424
Largest force on an atom in Eh/bohr: 0.0262
<S²>: 0.754

***

No. 3
ORCA calculation (the ωB97M-V functional and the def2-TZVPD basis) on a cluster of 2 separate species, C3H11NO3 in total in a non-equilibrium geometry.

```
! wB97M-V def2-TZVPD RIJCOSX def2/J DEFGRID3
* xyz 0 1
C -0.0512 -2.3535 0.6273
C 0.3292 -1.0644 -0.0657
O 0.2054 0.1303 0.9048
C -1.1230 0.5293 1.1829
H 0.5642 -2.5014 1.5139
H -1.0977 -2.3510 0.9281
H 0.1150 -3.1856 -0.0578
H -0.3150 -0.8334 -0.9210
H 1.3765 -1.0566 -0.3674
H -1.0674 1.4830 1.7126
H -1.6308 -0.2072 1.8182
H -1.6919 0.6703 0.2460
O 1.6334 1.8568 -0.4486
N 1.1429 1.8080 -1.7312
O -0.2853 1.9971 -1.7242
H 1.0677 1.2742 0.2633
H 1.2327 0.8507 -2.0831
H -0.4047 2.9533 -1.7979
*
```

Electronic energy in eV: -10918.1313
Highest occupied orbital energy in eV: -8.8614
Gap between HOMO and LUMO in eV: 9.744
Largest force on an atom in Eh/bohr: 0.0534

***

No. 4
ORCA calculation (the ωB97M-V functional and the def2-TZVPD basis) on a cluster of 3 separate species, C3H11NO3 in total in a non-equilibrium geometry.

```
! wB97M-V def2-TZVPD RIJCOSX def2/J DEFGRID3
* xyz 0 1
N 0.3446 -0.2661 -2.2735
C 0.3516 1.0405 -1.6017
C 0.2151 0.8319 -0.0826
C -0.4436 1.8614 0.7650
O -0.8133 1.6465 1.8957
H -0.3723 -0.8277 -1.8277
H -0.0005 -0.1431 -3.2233
H -0.4093 1.7720 -1.8887
H 1.3291 1.4754 -1.8150
H -0.2565 -0.1301 0.1220
H 1.1876 0.6761 0.3100
H -0.6821 2.8352 0.3053
O -0.4904 -1.3026 2.5744
H -0.8441 -1.5288 3.4382
H -0.8945 -0.4468 2.3591
O 0.3658 -2.3195 0.0337
H 0.3047 -2.2538 1.0021
H 1.1083 -2.9204 -0.0929
*
```

Electronic energy in eV: -10921.5066
Highest occupied orbital energy in eV: -9.5085
Gap between HOMO and LUMO in eV: 10.415
Largest force on an atom in Eh/bohr: 0.0255

***

No. 5
ORCA calculation (the ωB97M-V functional and the def2-TZVPD basis) on a cluster of 3 separate species, C3H11NO3 in total in a non-equilibrium geometry.

```
! wB97M-V def2-TZVPD RIJCOSX def2/J DEFGRID3
* xyz 0 1
C -0.9059 -1.4044 0.4291
N -0.3026 -0.3243 1.1859
C -0.9104 0.2145 2.3412
C -2.2639 -0.3419 2.7032
O -0.4268 1.1753 2.8812
H -1.9371 -1.1979 0.1477
H -0.3477 -1.4590 -0.5079
H -0.8865 -2.3674 0.9454
H 0.6436 -0.5585 1.4575
H -2.7710 0.2207 3.4720
H -2.2015 -1.4061 2.9187
H -2.9279 -0.2498 1.8464
O 3.9218 1.3418 -3.2026
H 4.3472 0.6066 -3.6381
H 4.4803 1.8972 -2.6408
O 0.6089 0.9569 -3.5754
H 1.5484 1.0307 -3.3584
H 0.3310 1.8654 -3.4051
*
```

Electronic energy in eV: -10921.8466
Highest occupied orbital energy in eV: -9.6128
Gap between HOMO and LUMO in eV: 10.255
Largest force on an atom in Eh/bohr: 0.0291

***

No. 6
ORCA calculation (the ωB97M-V functional and the def2-TZVPD basis) on a cluster of 3 separate species, C3H11NO3 in total in a non-equilibrium geometry.

```
! wB97M-V def2-TZVPD RIJCOSX def2/J DEFGRID3
* xyz 0 1
C -1.4472 -2.4089 0.6100
N -1.2915 -1.5421 -0.5464
C 0.0254 -1.0767 -0.9009
C 0.0511 0.4429 -1.0288
O -0.0963 1.1295 -1.9971
H -0.7833 -3.2563 0.4408
H -1.3038 -1.8887 1.5658
H -2.4688 -2.7903 0.6433
H -2.0645 -0.9124 -0.6880
H 0.5399 -1.6304 -1.6947
H 0.6450 -1.3530 -0.0323
H 0.1749 0.9203 -0.0300
O -0.3208 7.3999 0.4246
H -0.2148 6.5377 0.0278
H -0.5299 7.0887 1.3117
O 3.0453 -2.3493 0.2189
H 3.3245 -2.7721 1.0457
H 2.7148 -1.5387 0.6295
*
```

Electronic energy in eV: -10920.4559
Highest occupied orbital energy in eV: -8.8180
Gap between HOMO and LUMO in eV: 9.270
Largest force on an atom in Eh/bohr: 0.0227

***

Computed relative energy (zero: lowest compared OMol25 entry of this formula, charge and spin) (eV) in order:
2.357, 0.207, 4.874, 1.499, 1.159, 2.550